# 1
C32H39CdGe2N3PSe | the ωB97M-V functional and the def2-TZVPD basis

Geometry (Å):
Cd -0.066095 -0.971656 0.122481
Se 3.171805 -3.201256 -0.966219
N 2.369005 -1.783656 -0.168819
C 3.221205 -0.781456 -0.163419
C 2.880705 0.569444 0.320981
C 4.013105 1.613344 0.318581
C 5.247105 1.223544 -0.419119
C 5.475505 -0.001956 -0.901119
C 4.482705 -1.041156 -0.780319
N 4.613005 -2.258256 -1.250019
H 2.354705 0.515644 1.282981
H 4.296205 1.969644 1.313581
H 5.988505 2.001044 -0.530619
H 6.393205 -0.255256 -1.404519
C -0.225395 -3.583956 5.376681
C 0.175205 -2.146856 5.017881
C -0.007495 -1.871756 3.632481
N -0.163995 -1.649056 2.515181
H -0.105295 -3.727056 6.446481
H 0.407405 -4.304056 4.863981
H -1.264795 -3.776256 5.120681
H 1.228905 -1.979156 5.261681
H -0.425095 -1.433956 5.592181
C -3.600095 -2.241556 0.872681
P -2.528395 -1.879556 -0.562819
C -3.650095 -0.907856 -1.646819
C -2.358395 -3.404456 -1.533719
C -1.547495 -3.305356 -2.663719
C -1.414195 -4.380956 -3.518219
C -2.083795 -5.564956 -3.242419
C -2.884995 -5.666256 -2.116819
C -3.019695 -4.593956 -1.249619
H -3.066095 -2.859256 1.590281
H -4.498595 -2.753156 0.529981
H -3.887495 -1.302856 1.348581
H -4.513495 -1.534556 -1.881819
H -3.150695 -0.627556 -2.575519
H -3.982695 -0.005956 -1.133419
H -1.042795 -2.364756 -2.872319
H -0.798095 -4.302856 -4.399419
H -1.978795 -6.412356 -3.902619
H -3.416795 -6.583156 -1.913219
H -3.641695 -4.693556 -0.371619
C -1.918795 1.537544 2.815281
Ge -0.227595 2.473744 2.327281
C 1.230305 1.825244 3.512881
C -0.367795 4.446344 2.367181
Ge 0.159705 1.578744 -0.011319
C 2.121705 1.434544 -0.722819
C 3.075405 2.607444 -0.449919
C 3.641705 3.298044 -1.634919
C 3.516305 2.793644 -2.869119
C 2.795005 1.568344 -3.096919
C 2.162605 0.928744 -2.099719
C -1.139495 2.354944 -1.287319
C -1.045895 2.118744 -2.657919
C -2.014995 2.590144 -3.523419
C -3.089095 3.320744 -3.033119
C -3.197695 3.562444 -1.671219
C -2.236095 3.071344 -0.808019
H -1.955495 1.394544 3.891481
H -1.976895 0.560544 2.328381
H -2.790495 2.119644 2.529081
H 1.024105 2.160944 4.526681
H 2.195905 2.231544 3.221381
H 1.287105 0.737844 3.514781
H -0.669595 4.757444 3.363581
H -1.098595 4.807344 1.650381
H 0.593605 4.896944 2.140181
H 2.656505 3.339944 0.245981
H 4.188805 4.208544 -1.449219
H 3.947705 3.287644 -3.726819
H 2.782705 1.174544 -4.101219
H 1.639705 -0.009956 -2.282619
H -0.188595 1.579044 -3.042719
H -1.920795 2.401944 -4.582719
H -3.833995 3.705144 -3.712719
H -4.024795 4.138844 -1.285719
H -2.317895 3.255744 0.255881

Forces on the atoms, in the same order (eV/Å):
Cd -0.26 -0.89 0.36
Se -0.47 0.02 0.14
N -0.64 0.69 0.29
C -0.55 -0.80 0.01
C -0.26 -0.11 0.50
C 0.14 -0.12 0.28
C 0.07 -0.39 -0.12
C 0.31 0.60 0.04
C -0.41 -1.04 -0.15
N 0.97 0.56 -0.16
H 0.14 0.04 -0.12
H -0.09 0.06 -0.09
H 0.16 0.00 -0.04
H 0.17 0.02 -0.07
C -0.01 -0.05 0.02
C 0.13 -0.32 1.16
C -0.19 0.38 -1.39
N 0.15 -0.02 -0.14
H 0.01 0.00 0.04
H 0.00 -0.03 -0.04
H -0.02 -0.01 -0.01
H -0.10 0.09 -0.01
H 0.11 0.02 -0.08
C 0.34 0.07 -0.21
P -0.21 -0.21 -0.20
C 0.35 0.16 0.21
C 0.17 0.19 0.28
C -0.05 0.10 0.13
C 0.04 -0.08 -0.07
C -0.03 -0.01 0.04
C -0.01 -0.11 0.00
C 0.03 0.16 -0.02
H -0.03 -0.06 0.08
H -0.03 0.00 0.03
H 0.04 -0.03 -0.01
H 0.08 0.00 0.05
H 0.00 -0.01 0.09
H 0.03 0.06 -0.03
H 0.05 -0.07 -0.10
H 0.09 0.02 -0.10
H -0.01 -0.04 -0.07
H 0.00 -0.09 0.03
H -0.05 0.01 0.03
C 0.37 0.21 -0.22
Ge 0.07 -0.20 -0.08
C -0.35 0.18 -0.32
C 0.04 -0.57 -0.05
Ge -0.51 1.24 -0.16
C -0.04 -0.43 -0.22
C -0.15 0.63 -0.16
C -0.09 0.03 0.07
C 0.05 0.27 0.06
C -0.05 -0.03 -0.02
C -0.34 -0.21 0.17
C 0.53 -0.37 0.49
C 0.24 -0.13 -0.01
C 0.01 0.00 -0.11
C 0.03 -0.05 0.01
C -0.09 0.00 -0.03
C 0.18 0.02 0.28
H 0.02 -0.04 0.14
H 0.03 0.05 0.08
H -0.06 0.08 -0.08
H -0.04 0.03 0.10
H 0.08 0.04 -0.05
H -0.01 -0.04 -0.04
H -0.04 0.02 0.12
H -0.07 0.01 -0.06
H 0.11 0.03 -0.02
H 0.09 0.02 0.08
H 0.01 0.23 -0.11
H 0.09 0.11 0.02
H -0.04 -0.16 -0.08
H 0.14 0.10 -0.16
H -0.06 0.01 -0.13
H -0.03 0.02 -0.09
H -0.07 0.04 -0.05
H -0.09 0.04 0.02
H -0.11 0.08 0.03

Calculated values
Relative energy (zero: lowest compared OMol25 entry of this formula, charge and spin) in kJ/mol: 238.7
Expectation value of S²: 0.763
Molecular weight in g/mol: 833.3
LUMO (spin up / spin down) in eV: -5.44 / -8.43
Total charge: +2
HOMO level (spin up / spin down) in eV: -13.14 / -12.79
Orbital gap (spin up / spin down) in eV: 7.696 / 4.369
Strongest force on any atom in eV Å⁻¹: 1.46
Spin multiplicity: 2

Löwdin population analysis, charges in e, atoms 1 to 5: number 1, Cd, carries 1.0919; number 2, Se, carries 1.1230; number 3, N, carries -0.3145; number 4, C, carries -0.3764; number 5, C, carries -0.2274

# 2
C32H39Cl2F5N5NaOSb2Te | the ωB97M-V functional and the def2-TZVPD basis

Geometry (Å):
Na 0.446328 0.336484 0.995687
C -2.257793 -1.072186 -1.994621
C -2.131154 -2.602932 -2.067121
C -0.752477 -3.139233 -1.703440
Sb -0.032782 -2.673427 0.282996
C 1.490089 -4.165459 0.307871
C 1.931817 -4.638339 1.542954
C 2.933010 -5.595899 1.614789
C 3.511519 -6.087054 0.451614
C 3.086993 -5.615486 -0.781134
C 2.082039 -4.657690 -0.850990
C -1.528866 -3.796720 1.291918
C -1.762982 -5.132587 0.975265
C -2.770195 -5.838650 1.617359
C -3.545178 -5.212219 2.585409
C -3.308839 -3.885408 2.912442
C -2.303162 -3.175463 2.267565
Sb -3.222844 -0.402975 -0.182192
C -5.220743 -0.699848 -0.909632
C -5.520068 -1.393580 -2.078485
C -6.835677 -1.551946 -2.495797
C -7.872979 -1.014550 -1.748584
C -7.588203 -0.325439 -0.578251
C -6.273185 -0.177974 -0.161802
C -3.192959 1.694744 -0.630129
C -3.427420 2.587377 0.414310
C -3.496994 3.956976 0.179874
C -3.318319 4.449731 -1.104122
C -3.058051 3.571137 -2.148794
C -2.996463 2.204985 -1.911637
H -2.848216 -0.684387 -2.827120
H -1.276815 -0.590600 -2.047589
H -2.355627 -2.930574 -3.089453
H -2.885465 -3.092849 -1.440429
H -0.005677 -2.748377 -2.400442
H -0.736836 -4.230145 -1.781666
H 1.487401 -4.262465 2.458784
H 3.260394 -5.958950 2.580886
H 4.291203 -6.836026 0.508046
H 3.534698 -5.994991 -1.691355
H 1.761403 -4.302242 -1.824241
H -1.150034 -5.634601 0.232794
H -2.948196 -6.876821 1.365666
H -4.330684 -5.762735 3.087776
H -3.904675 -3.396912 3.673358
H -2.122388 -2.135067 2.517551
H -4.732050 -1.824845 -2.684391
H -7.048194 -2.096143 -3.407774
H -8.898363 -1.134599 -2.074008
H -8.391437 0.094954 0.013803
H -6.074131 0.359326 0.760557
H -3.542739 2.215133 1.427140
H -3.689814 4.634801 1.002523
H -3.379513 5.514528 -1.293353
H -2.908569 3.950934 -3.152447
H -2.785305 1.541237 -2.741893
C 2.202609 5.202649 0.305414
N 1.285037 4.357275 -0.450819
C -0.045131 4.922448 -0.582881
C 1.343143 2.975145 -0.309712
N 0.341528 2.194083 -0.227412
N 2.656076 2.504491 -0.380256
C 3.197359 1.239487 -0.184002
N 4.580380 1.272630 -0.308628
N 2.504407 0.188288 0.004135
H 2.174783 6.206999 -0.113815
H 3.232040 4.858611 0.245604
H 1.926870 5.260009 1.364754
H 0.050105 5.962894 -0.887722
H -0.618967 4.887299 0.351769
H -0.603160 4.391758 -1.353171
H -0.530577 2.708313 -0.142573
H 3.310466 3.186203 -0.722433
H 5.044983 2.116245 -0.011525
H 5.055603 0.435723 -0.012254
H 3.107406 -0.614108 0.161852
Cl -0.564584 1.370510 -4.573149
C 0.306922 -0.147922 -4.298188
Cl 1.307000 -0.083821 -2.843915
H 0.939795 -0.330428 -5.157891
H -0.430135 -0.933524 -4.171790
F 1.532983 0.706246 2.945162
Te 0.073024 -0.000470 3.951000
F 0.724517 -1.727342 3.529133
F -1.174190 -0.748693 5.126467
F -0.304586 1.729656 4.568624
F 1.276421 -0.069276 5.360817
O -1.029040 0.068519 2.532913

Forces on the atoms, in the same order (eV/Å):
Na 0.05 -0.29 -0.54
C 0.00 0.08 -0.04
C -0.09 -0.04 -0.06
C 0.16 -0.16 0.00
Sb -0.19 0.20 -0.15
C -0.01 -0.06 0.02
C 0.01 -0.01 0.01
C 0.00 0.01 0.00
C 0.01 -0.01 0.01
C 0.01 0.00 0.00
C 0.01 0.00 -0.04
C 0.06 -0.04 0.02
C -0.02 -0.03 0.02
C 0.01 0.00 -0.01
C 0.00 0.00 0.00
C -0.02 0.03 0.02
C 0.01 -0.01 0.00
Sb 0.09 -0.11 0.07
C -0.01 0.00 -0.10
C 0.00 -0.02 -0.02
C -0.03 0.00 0.01
C 0.01 -0.01 -0.01
C -0.01 0.00 0.00
C -0.03 0.03 0.05
C 0.01 0.04 -0.01
C 0.07 0.03 0.03
C -0.01 -0.01 0.02
C -0.08 -0.02 -0.03
C -0.04 0.01 0.01
C 0.01 -0.02 -0.05
H 0.01 -0.01 -0.01
H -0.04 -0.01 0.08
H -0.02 0.01 0.02
H 0.02 0.00 0.02
H 0.02 0.00 0.00
H -0.01 0.04 -0.04
H 0.00 0.00 0.00
H 0.00 -0.01 0.00
H 0.00 0.00 0.00
H 0.00 0.00 0.00
H 0.00 -0.01 0.01
H -0.01 0.01 0.01
H 0.00 0.00 0.01
H 0.00 0.00 0.00
H 0.00 -0.01 0.00
H -0.02 -0.04 0.03
H 0.01 0.01 0.01
H 0.00 0.00 0.00
H 0.00 0.00 0.00
H 0.00 0.00 0.00
H 0.02 -0.01 -0.01
H -0.01 0.01 0.00
H 0.00 0.00 0.00
H 0.01 0.00 0.01
H 0.00 0.00 -0.01
H -0.05 0.01 0.04
C -0.04 0.02 0.05
N 0.15 -0.01 -0.03
C 0.01 -0.01 -0.02
C -0.02 0.05 -0.23
N -0.02 0.21 -0.04
N 0.14 0.06 0.13
C 0.07 0.07 -0.18
N -0.06 0.07 -0.01
N 0.17 0.10 0.00
H -0.01 -0.01 -0.01
H -0.02 0.00 0.02
H 0.00 0.00 0.00
H 0.01 0.01 -0.01
H 0.02 -0.01 -0.01
H 0.05 0.04 0.04
H 0.02 -0.03 0.00
H -0.04 -0.08 -0.09
H 0.01 -0.04 0.05
H -0.03 0.01 -0.01
H -0.04 -0.02 0.02
Cl 0.03 0.01 -0.02
C 0.01 -0.01 -0.03
Cl -0.02 0.00 -0.04
H 0.02 0.00 0.01
H 0.01 -0.01 0.00
F 0.09 0.02 0.23
Te -0.87 -0.23 0.01
F 0.01 0.23 0.16
F 0.26 0.11 -0.02
F 0.11 -0.20 0.02
F 0.01 0.00 -0.05
O 0.10 0.02 0.61

Calculated values
Relative energy (zero: lowest compared OMol25 entry of this formula, charge and spin) in kJ/mol: 0.0
Molecular weight in g/mol: 1069.7
LUMO in eV: -0.22
HOMO level in eV: -8.00
Orbital gap in eV: 7.784
Strongest force on any atom in eV Å⁻¹: 0.90
Spin multiplicity: 1

Löwdin population analysis, charges in e, atoms 1 to 5: number 1, Na, carries 0.0198; number 2, C, carries -0.4258; number 3, C, carries -0.3810; number 4, C, carries -0.3922; number 5, Sb, carries 1.5283

Question: Which of these has the lowest strongest force on any atom?
Answer: C32H39Cl2F5N5NaOSb2Te

Question: Which of these has the highest relative energy (zero: lowest compared OMol25 entry of this formula, charge and spin)?
Answer: C32H39CdGe2N3PSe

Question: Which of these has the highest molecular weight?
Answer: C32H39Cl2F5N5NaOSb2Te